(1)
{
  "formula": "C3H11NSi",
  "method": "ωB97M-V/def2-TZVPD",
  "charge": 0,
  "orbital_gap_ev": 9.59,
  "mol_weight_g_mol": 89.21,
  "e_homo_ev": -8.70,
  "de_lowest_kcal_mol": 44.6,
  "species": ["C", "C", "C", "N", "Si", "H", "H", "H", "H", "H", "H", "H", "H", "H", "H", "H"],
  "xyz": [[-1.4588, 0.3190, 0.3435], [-0.4762, 1.2354, -1.4956], [1.1478, -0.8134, 1.6944], [-0.4097, 0.0870, -0.6482], [1.1461, -0.4824, -0.1964], [-2.4075, 0.3702, -0.1455], [-1.4381, -0.5338, 0.9300], [-1.2457, 1.2381, 0.9665], [-1.3742, 1.0826, -2.1819], [-0.5244, 2.1955, -0.8512], [0.3013, 1.2071, -2.2299], [0.2695, -0.3958, 2.2688], [1.1185, -1.8437, 1.7812], [2.1472, -0.4157, 2.0076], [2.1246, 0.4262, -0.6162], [1.6614, -2.1520, -1.1680]],
  "forces_ev_per_angstrom": [[1.415, 0.520, -0.104], [-1.322, 0.456, -1.210], [0.206, 2.377, -0.825], [-0.337, 0.906, 0.538], [-0.735, -3.656, 0.020], [-0.693, 0.313, -0.278], [-0.503, -1.459, 1.698], [-0.415, -0.760, -0.562], [0.532, 0.876, 1.071], [0.090, -1.128, -1.451], [0.990, 0.539, -0.164], [1.266, -0.131, -0.678], [0.161, -2.157, 0.545], [-0.982, -0.388, 0.274], [1.180, 1.087, -0.481], [-0.852, 2.606, 1.608]]
}

***

(2)
{
  "formula": "C3H11O",
  "method": "ωB97M-V/def2-TZVPD",
  "charge": 1,
  "orbital_gap_ev": 11.43,
  "mol_weight_g_mol": 63.12,
  "e_homo_ev": -15.92,
  "de_lowest_kcal_mol": 18.6,
  "species": ["O", "H", "H", "H", "C", "C", "C", "H", "H", "H", "H", "H", "H", "H", "H"],
  "xyz": [[1.6916, -0.4408, -0.9423], [0.9742, 0.2024, -0.6771], [2.1105, -0.4925, -1.8440], [1.5397, -1.3514, -0.6377], [-0.8492, 1.1804, -0.5443], [-1.0567, 0.1331, 0.5706], [0.0883, -0.7449, 1.0948], [0.0017, 1.7865, -0.3608], [-1.7073, 1.7792, -0.8649], [-0.5858, 0.6349, -1.4571], [-1.8747, -0.5583, 0.3069], [-1.4063, 0.7722, 1.3894], [-0.3740, -1.3549, 1.8893], [0.6067, -1.5422, 0.5155], [0.8414, -0.0036, 1.5618]],
  "forces_ev_per_angstrom": [[1.732, -0.339, -1.439], [0.022, -0.156, -0.709], [-0.703, 0.933, 0.612], [-0.286, 0.081, 0.405], [0.340, -2.155, -1.053], [-1.373, 0.197, -0.500], [0.576, 1.134, 1.873], [0.711, 1.260, 0.573], [0.141, -0.091, 0.623], [-0.197, -0.035, -0.518], [0.073, 0.565, -0.032], [0.074, -0.716, 0.374], [0.469, 0.459, -0.005], [-0.924, 0.487, 0.289], [-0.655, -1.627, -0.493]]
}

***

(3)
{
  "formula": "C3H11O4",
  "method": "ωB97M-V/def2-TZVPD",
  "charge": -1,
  "orbital_gap_ev": 8.46,
  "mol_weight_g_mol": 111.12,
  "e_homo_ev": -4.31,
  "de_lowest_kcal_mol": 42.2,
  "species": ["C", "O", "C", "C", "O", "H", "H", "H", "H", "H", "H", "H", "H", "H", "O", "H", "H", "O"],
  "xyz": [[0.3899, 0.6539, 2.1259], [1.5968, 0.9865, 1.4214], [-0.8216, 0.9089, 1.2043], [-1.2054, -0.5302, 0.6692], [-0.0174, -1.1114, 0.2615], [0.4821, -0.3896, 2.3343], [0.5596, 1.1942, 3.1270], [-0.5100, 1.4253, 0.2906], [-1.7626, 1.3275, 1.5058], [-1.5437, -1.1539, 1.5441], [-1.8879, -0.4907, -0.2232], [0.3135, -0.6189, -0.7914], [1.5562, 0.5282, 0.4954], [0.5341, 1.2181, -1.4068], [0.7642, 0.3603, -1.5655], [-0.5890, -0.7771, -3.9794], [-0.3748, -0.5491, -2.6009], [-0.7130, -1.2241, -3.1539]],
  "forces_ev_per_angstrom": [[1.264, 1.668, 0.470], [0.076, -0.642, -2.006], [-0.490, -1.828, -0.808], [1.183, 0.264, -0.020], [0.709, -0.752, -2.058], [-0.486, -0.827, 0.330], [-1.012, -0.339, -1.400], [0.149, 0.261, 0.504], [-0.222, 0.769, 1.036], [-0.553, 0.562, -0.785], [-0.195, 0.069, 1.094], [-0.308, 0.690, 2.141], [-0.169, 0.874, 2.136], [-1.086, 3.343, 0.866], [1.111, -3.974, -1.269], [-0.020, -0.006, -1.062], [1.280, 1.485, 2.089], [-1.232, -1.616, -1.258]]
}

***

(4)
{
  "formula": "C3H11P2",
  "method": "ωB97M-V/def2-TZVPD",
  "charge": 1,
  "orbital_gap_ev": 10.11,
  "mol_weight_g_mol": 109.07,
  "e_homo_ev": -13.74,
  "species": ["C", "C", "P", "C", "P", "H", "H", "H", "H", "H", "H", "H", "H", "H", "H", "H"],
  "xyz": [[-0.3826, 0.7947, 1.5762], [-1.2373, 0.7253, 0.3082], [-0.5629, -0.2019, -1.1353], [-0.2519, -1.8809, -0.4500], [1.4669, 0.5645, -1.3559], [-0.8384, 1.5067, 2.2563], [-0.3853, -0.1601, 2.0885], [0.6361, 1.1162, 1.3980], [-2.1714, 0.2232, 0.5405], [-1.4641, 1.7257, -0.0467], [0.3261, -1.8294, 0.4663], [0.2606, -2.5075, -1.1677], [-1.2262, -2.2861, -0.2061], [2.2783, -0.4515, -1.8634], [1.4492, 1.6563, -2.2221], [2.1028, 1.0046, -0.1867]],
  "forces_ev_per_angstrom": [[-0.581, -0.098, -0.029], [1.004, 0.221, 0.188], [-0.962, -0.442, -0.516], [0.565, 0.687, 0.314], [-0.184, -0.074, 0.715], [0.023, 0.137, 0.138], [0.215, -0.181, 0.075], [0.178, 0.057, 0.018], [-0.289, -0.044, -0.194], [-0.216, 0.122, -0.109], [0.095, -0.167, 0.173], [-0.068, -0.187, -0.182], [-0.232, -0.160, -0.122], [0.065, 0.148, -0.203], [0.183, -0.051, -0.099], [0.202, 0.032, -0.165]]
}

***

(5)
{
  "formula": "C3H12",
  "method": "ωB97M-V/def2-TZVPD",
  "charge": -1,
  "s_squared": 0.750,
  "orbital_gap_ev": [2.41, 13.25],
  "multiplicity": 2,
  "mol_weight_g_mol": 48.13,
  "e_homo_ev": [1.40, -9.18],
  "de_lowest_kcal_mol": 0.0,
  "species": ["C", "H", "H", "H", "H", "C", "H", "H", "H", "H", "C", "H", "H", "H", "H"],
  "xyz": [[-3.2891, 2.3399, 2.0210], [-3.8012, 3.3025, 2.0077], [-3.6394, 1.7167, 1.2128], [-2.2278, 2.5303, 1.9753], [-3.5397, 1.8476, 2.9711], [1.8366, -1.8674, -3.6858], [1.7595, -1.2139, -2.8151], [1.2266, -1.4150, -4.4689], [2.8869, -1.8500, -3.9942], [1.5388, -2.8739, -3.3853], [1.4432, -0.4838, 1.6397], [2.4600, -0.1090, 1.5271], [0.9723, -0.6240, 0.6653], [1.4955, -1.4874, 2.0449], [0.8777, 0.1874, 2.2845]],
  "forces_ev_per_angstrom": [[-0.466, 0.200, 0.786], [-0.128, 0.039, -0.116], [0.082, -0.120, -0.342], [0.326, -0.203, -0.127], [0.184, 0.081, -0.214], [0.364, 0.516, 0.326], [-0.044, -0.099, 0.086], [-0.110, -0.372, -0.070], [-0.121, -0.164, -0.059], [-0.102, 0.124, -0.281], [0.150, -0.268, -0.235], [0.034, 0.088, -0.138], [-0.025, 0.435, -0.052], [0.011, -0.202, 0.477], [-0.153, -0.055, -0.042]]
}

***

(6)
{
  "formula": "C3H12AgI2N2O2P2Si2",
  "method": "ωB97M-V/def2-TZVPD",
  "charge": 1,
  "orbital_gap_ev": 6.15,
  "mol_weight_g_mol": 587.94,
  "e_homo_ev": -11.89,
  "de_lowest_kcal_mol": 23.1,
  "species": ["C", "C", "I", "C", "I", "Si", "O", "Si", "N", "P", "O", "P", "N", "H", "H", "H", "H", "H", "H", "H", "H", "H", "H", "H", "H", "Ag"],
  "xyz": [[3.0384, -0.2266, 0.2954], [2.4895, 0.7329, -0.8162], [3.8641, 1.1407, -2.4647], [1.2128, 1.3295, -0.7661], [0.7038, 2.6824, -2.4021], [0.0066, 1.0132, 0.6568], [-0.2091, -0.6200, 1.0945], [-0.4966, -1.6723, -0.2460], [-1.6380, -1.0825, -1.4522], [-1.2978, -3.5678, 0.6056], [-2.8050, -3.7125, 0.3134], [-2.0259, 1.8877, 0.3207], [-2.1986, 3.2059, 1.2551], [3.9384, -0.7544, -0.1377], [2.3284, -1.0334, 0.6132], [3.3554, 0.3106, 1.2414], [0.5139, 1.7438, 1.8608], [0.7900, -1.9851, -0.9035], [-1.3292, -0.2392, -1.9379], [-2.5853, -0.9981, -1.0779], [-0.5992, -4.6896, 0.0454], [-1.0792, -3.5459, 2.0203], [-2.2217, 2.1808, -1.0781], [-2.9752, 0.9128, 0.7532], [-2.4062, 3.9902, 0.6288], [1.6257, 2.9968, 1.5778]],
  "forces_ev_per_angstrom": [[0.573, -0.232, -0.461], [-1.525, 0.736, 0.466], [-0.723, -0.529, 1.315], [2.618, -0.561, -0.720], [-0.303, -0.626, 1.188], [-0.564, -2.625, -0.946], [0.508, 1.355, -1.579], [-0.083, 0.413, -0.393], [0.988, 0.131, 1.643], [-3.816, -1.325, -0.063], [2.389, 0.661, 0.326], [-1.338, 2.377, 0.997], [0.866, -0.755, -1.310], [-0.917, 0.647, 0.711], [0.338, 0.906, -0.466], [-0.249, -0.366, -1.162], [-0.570, -0.575, 1.005], [0.000, 0.321, 0.001], [-0.336, -0.347, -0.169], [0.120, -0.089, -0.480], [0.319, 0.611, 0.479], [0.559, -0.115, -0.503], [0.096, -0.799, 0.574], [0.477, -0.200, -0.601], [-0.017, -0.029, 0.466], [0.590, 1.016, -0.319]]
}